1.
A structure of composition C22H42BiCl3N2O4SSi in a non-equilibrium geometry, computed with ωB97M-V/def2-TZVPD.

gap between HOMO and LUMO	8.7	eV
charge	0
LUMO level	0.28	eV
HOMO energy	-8.389	eV

Last column: Mulliken charge in e.
CARTESIAN COORDINATES (ANGSTROEM)
C1 2.35273 -2.59464 -6.65464  -1.621
C2 1.83367 -1.70966 -7.73445  0.229
H1 1.91384 -3.57819 -6.72438  0.387
H2 2.18973 -2.18876 -5.66753  0.178
H3 3.41816 -2.71931 -6.80018  0.385
C3 1.73603 -2.12598 -9.00914  0.122
C4 2.11864 -3.48544 -9.42806  -1.512
H4 1.46398 -1.44773 -9.81410  0.386
H5 1.70844 -4.24883 -8.76396  0.321
H6 3.20362 -3.60300 -9.44488  0.308
H7 1.75554 -3.64118 -10.43966  0.391
Bi1 0.52690 0.19687 -2.04534  1.928
Cl1 2.03766 1.82282 -0.81604  -0.554
Cl2 2.46326 0.18211 -3.85189  -0.568
C5 -0.01400 3.36958 -2.81311  -0.175
O1 -0.71171 2.36575 -2.47760  -0.714
N1 -0.59205 4.53735 -3.13562  0.273
C6 -2.06298 4.58207 -3.20849  -0.836
C7 0.15913 5.75464 -3.52341  -0.867
H8 1.09829 3.30167 -2.87449  0.445
H9 -2.49766 4.18227 -2.28190  0.265
H10 -2.44766 4.00477 -4.06764  0.205
H11 -2.35086 5.62361 -3.32782  0.374
H12 1.02455 5.88105 -2.86693  0.346
H13 -0.52898 6.59972 -3.40778  0.291
H14 0.50947 5.67068 -4.56531  0.295
H15 -0.12270 -4.61303 -0.77787  0.312
H16 -0.20497 -3.29705 -3.25059  0.231
C8 -1.18880 -4.78722 -0.96404  -0.932
C9 -1.20768 -3.76322 -3.18342  -0.802
N2 -1.72536 -3.74833 -1.82030  0.167
H17 -1.71187 -4.76999 -0.00317  0.336
C10 -2.23017 -2.61660 -1.25651  0.165
O2 -2.58483 -1.60107 -1.85964  -0.558
H18 -1.88563 -3.23890 -3.86489  0.193
H19 -2.26666 -2.66665 -0.14226  0.226
H20 -1.34414 -5.74882 -1.46491  0.294
H21 -1.09980 -4.80786 -3.49251  0.356
O3 0.34070 -0.52492 -6.34324  -0.108
C11 1.36709 -0.32242 -7.29503  0.445
C12 -0.11333 0.20215 -9.26984  -0.312
C13 0.96286 0.55994 -8.45470  0.035
H22 -0.61151 -0.75752 -9.08096  0.699
C14 -0.49901 1.05337 -10.32572  -0.918
H23 2.20877 0.14373 -6.76675  0.317
C15 1.68528 1.74079 -8.70388  -0.279
H24 -1.42204 0.81616 -10.87202  0.377
C16 0.23581 2.21652 -10.58879  -0.489
C17 1.33230 2.55410 -9.78405  -0.521
H25 2.51821 1.98699 -8.01816  0.320
H26 -0.06233 2.86823 -11.40850  0.379
H27 1.86385 3.51126 -9.93667  0.349
Si1 -1.01618 0.46833 -5.92320  0.559
Cl3 1.15727 -2.31912 -1.32725  -0.567
C18 -2.42777 0.06554 -7.04183  -1.269
C19 -0.56768 2.28674 -6.10505  -0.529
C20 -1.44952 -0.19649 -4.27147  -0.713
H28 -2.45110 0.60920 -8.00359  0.309
H29 -3.34237 0.32990 -6.47242  0.416
H30 -2.45998 -1.02059 -7.24842  0.295
H31 -2.22469 -1.00427 -4.23960  0.291
H32 -1.77598 0.67871 -3.65438  0.395
H33 -0.45076 -0.69817 -4.04171  -0.328
H34 -0.17598 2.47494 -7.12077  0.187
H35 0.20659 2.60844 -5.38954  0.137
H36 -1.45417 2.93583 -5.97574  0.319
C21 0.11351 -0.61423 2.53753  -1.093
S1 -1.22683 -0.41287 1.35881  0.612
C22 -2.24146 0.79316 2.19540  -1.072
O4 -0.63064 0.38205 0.20093  -0.617
H37 -0.31851 -0.94347 3.47743  0.441
H38 0.64402 0.33006 2.65321  0.328
H39 0.78700 -1.38063 2.15557  0.306
H40 -1.81089 1.78454 2.01068  0.313
H41 -3.23409 0.72660 1.74303  0.305
H42 -2.30325 0.55900 3.26115  0.408

Forces on the atoms, in the same order (eV/Å):
0.1 0.1 -0.1
-0.8 0.5 -1.0
-0.2 -0.4 0.1
-0.1 0.1 0.2
0.4 -0.1 0.1
0.4 0.8 0.9
0.1 -0.5 -0.4
-0.1 -0.1 0.3
0.0 -0.1 -0.1
0.1 -0.1 0.0
0.0 -0.4 -0.1
1.3 -0.3 0.8
-0.1 -0.3 0.1
-0.8 0.1 0.4
-0.8 -0.5 0.1
1.2 1.4 -0.7
0.0 -0.2 0.0
0.2 -0.2 0.1
0.0 -0.8 0.0
-0.7 0.2 0.2
0.1 0.1 -0.3
0.2 0.2 0.4
-0.1 -0.1 0.0
-0.2 0.0 -0.1
0.4 -0.2 -0.1
-0.2 0.2 0.3
-0.1 -0.2 -0.1
-0.5 -0.2 0.2
0.0 0.1 0.2
0.0 0.2 -0.3
0.0 0.6 0.2
0.0 -0.1 -0.2
0.2 0.3 -0.5
0.4 -0.9 0.5
0.1 -0.2 0.2
-0.2 -0.2 -0.5
0.1 0.1 0.3
-0.2 0.2 0.0
-1.6 0.9 0.4
0.4 -0.3 -0.2
0.0 0.6 -0.4
0.3 0.2 -0.1
0.0 0.6 -0.1
0.0 -0.3 0.6
0.0 0.1 0.0
-0.2 -0.4 0.0
0.6 0.1 0.0
-0.1 -0.2 0.2
0.0 0.4 0.3
-0.5 0.0 -0.6
0.1 -0.1 0.2
-0.3 -0.7 -0.1
1.7 -1.0 -1.8
0.1 0.8 0.2
-0.9 0.1 -0.4
0.0 0.3 0.2
0.1 -0.4 0.3
0.0 -0.2 0.5
0.2 -0.2 -0.4
0.0 0.4 0.1
0.7 0.9 -0.1
0.5 -1.1 0.0
-1.3 0.5 0.0
-0.2 -0.2 0.4
-0.2 -0.1 -0.2
0.3 -0.3 0.0
-0.1 0.2 0.0
0.7 0.2 -1.0
-0.1 0.2 0.1
-0.4 -0.5 0.6
0.0 -0.1 0.2
0.0 0.0 0.0
-0.1 0.1 -0.1
0.0 -0.3 0.1
0.1 0.1 0.1
0.0 0.1 -0.1

=====

2.
A structure of composition C22H42Cl3DyN2O4SSi in a non-equilibrium geometry, computed with ωB97M-V/def2-TZVPD.

gap between HOMO and LUMO (spin up / spin down)	3.6 / 3.6	eV
energy relative to the best compared isomer or geometry (same formula, charge and spin)	320.8	kJ/mol
charge	0
LUMO level (spin up / spin down)	-0.04 / -0.04	eV
HOMO energy (spin up / spin down)	-3.672 / -3.670	eV
2S+1	6

Last column: Löwdin spin population.
CARTESIAN COORDINATES (ANGSTROEM)
C1 -2.08924 -4.28351 -3.51355  0.000
C2 -2.02893 -2.74683 -3.54348  0.000
H1 -2.43655 -4.65874 -4.49968  0.000
H2 -2.80547 -4.52495 -2.68889  0.000
H3 -1.09765 -4.74088 -3.31364  0.000
C3 -2.61088 -2.04415 -4.60564  0.000
C4 -3.77917 -2.46211 -5.41565  0.000
H4 -2.20541 -1.09271 -4.94384  0.000
H5 -4.56348 -2.99574 -4.86338  0.000
H6 -3.56543 -3.07974 -6.29246  0.000
H7 -4.21582 -1.55361 -5.86701  0.000
Dy1 -0.02961 0.20432 1.79703  5.063
Cl1 1.99527 -1.12027 0.82468  -0.011
Cl2 -0.88136 -0.25080 4.15692  -0.011
H8 2.71770 1.63722 6.57570  0.000
H9 3.88698 -0.71788 6.46989  0.000
C5 1.97047 1.22545 5.88195  0.000
C6 3.06196 -0.99839 5.80584  0.000
N1 2.61621 0.18038 5.08837  0.000
H10 1.57683 2.00977 5.22170  0.000
C7 2.62125 0.23597 3.75796  -0.001
O1 1.81321 0.96330 3.12025  -0.009
H11 3.39804 -1.76042 5.09181  0.000
H12 3.35213 -0.42457 3.24132  0.000
H13 1.15857 0.77279 6.45814  0.000
H14 2.21449 -1.39063 6.38732  0.000
H15 -4.19344 -1.35562 -0.67485  0.000
H16 -3.77829 0.83460 -2.85187  0.000
C8 -4.51782 -0.39097 -0.25009  0.000
C9 -4.10175 1.37452 -1.94982  0.000
N2 -3.65987 0.69476 -0.73216  0.000
H17 -4.49869 -0.42703 0.84212  0.000
C10 -2.67800 1.26076 0.00768  0.000
O2 -2.38545 0.99753 1.20349  -0.008
H18 -3.66794 2.38418 -1.95452  0.000
H19 -2.08092 2.01178 -0.56416  0.000
H20 -5.53044 -0.18257 -0.61603  0.000
H21 -5.19682 1.41871 -1.95876  0.000
O3 -2.14807 -2.23898 -2.06236  0.000
C11 -0.87937 -2.04406 -2.61860  0.000
C12 -1.14173 0.45911 -3.00037  0.000
C13 -0.39778 -0.73143 -3.11117  0.000
H22 -1.99776 0.45599 -2.32696  0.000
C14 -0.77982 1.59817 -3.72403  0.000
H23 -0.14359 -2.72189 -2.14326  0.000
C15 0.86262 -0.66445 -3.75418  0.000
H24 -1.39650 2.50008 -3.66651  0.000
C16 0.41584 1.62595 -4.45963  0.000
C17 1.25056 0.49755 -4.42034  0.000
H25 1.46013 -1.58710 -3.75496  0.000
H26 0.72974 2.52844 -5.00681  0.000
H27 2.23513 0.53019 -4.88919  0.000
Si1 -1.74440 -3.57989 1.73874  -0.001
Cl3 -1.35011 -1.56031 0.51320  -0.009
C18 -2.96260 -3.06865 3.06013  0.000
C19 -0.10409 -3.78082 2.64565  0.001
C20 -2.18568 -5.05357 0.70922  0.000
H28 -3.52216 -2.16525 2.80758  0.000
H29 -2.41880 -2.84751 3.98728  0.000
H30 -3.67452 -3.86292 3.31111  0.000
H31 -3.22122 -5.02013 0.34876  0.000
H32 -2.10404 -5.96756 1.32572  0.000
H33 -1.49875 -5.17864 -0.14653  0.000
H34 0.73724 -3.26770 2.16062  0.000
H35 0.15564 -4.84445 2.76822  0.000
H36 -0.20761 -3.37525 3.66216  0.000
C21 3.04290 2.22991 0.08007  0.000
S1 1.51280 3.17334 0.36248  -0.001
C22 1.08922 3.50863 -1.35698  0.000
O4 0.43857 2.12163 0.76565  -0.013
H37 3.84118 2.98357 -0.04712  0.000
H38 2.94809 1.61205 -0.83029  0.000
H39 3.22756 1.59189 0.95558  0.000
H40 1.44894 2.69380 -1.99745  0.000
H41 -0.00087 3.60350 -1.43745  0.000
H42 1.57068 4.45184 -1.66041  0.000

Forces on the atoms, in the same order (eV/Å):
-0.3 0.4 0.4
2.0 0.4 -0.2
0.1 0.2 0.7
0.5 -0.4 -0.7
-0.6 0.3 0.0
0.7 0.6 0.1
-0.5 0.0 -0.4
0.2 0.0 0.5
-0.1 0.1 0.0
0.2 -0.4 -0.2
-0.2 -0.3 0.3
0.3 0.8 0.5
-0.1 0.0 0.0
0.0 -0.1 0.1
-0.2 -0.1 -0.2
-0.1 -0.3 0.1
-0.1 -0.2 0.0
0.5 0.1 -0.1
0.0 0.4 -0.5
0.2 -0.4 0.3
-1.2 0.1 -0.1
1.3 -0.2 0.3
-0.1 0.2 0.2
-0.6 0.1 0.2
0.0 0.2 -0.1
0.3 0.1 -0.2
0.1 0.4 0.1
-0.2 0.0 0.2
0.1 -0.2 -0.1
0.3 -0.1 -0.4
0.4 0.8 1.1
0.0 0.0 -0.2
-0.4 -0.3 0.2
0.2 0.1 -1.3
-0.3 -0.3 -0.2
-0.4 -0.3 0.4
0.2 -0.1 0.3
0.3 0.2 0.1
-0.9 0.7 1.1
-1.2 -1.6 -1.6
0.3 -0.1 -0.1
0.5 0.3 0.5
0.3 -0.2 -0.6
0.4 0.0 0.3
0.1 0.5 -0.5
-0.8 -0.2 0.0
0.1 -0.3 -0.1
0.1 -0.1 0.2
0.1 0.1 0.2
-0.1 0.6 -0.1
-0.2 -0.5 0.3
-0.3 0.0 -0.1
1.0 1.0 0.8
-0.8 -2.7 0.3
-0.3 0.1 0.1
0.2 -0.1 -0.1
-0.1 -0.1 -0.6
0.0 -0.1 0.0
0.0 0.1 -0.3
0.0 0.0 -0.3
0.3 0.1 -0.1
0.1 0.5 0.0
-0.4 0.1 0.3
-0.2 -0.2 0.0
-0.1 0.2 -0.2
0.0 0.1 -0.3
0.0 0.2 -0.3
-0.6 -1.4 -0.1
0.3 0.2 -0.3
0.8 1.0 -0.4
-0.3 -0.4 0.1
-0.1 0.2 0.5
-0.2 0.3 -0.2
-0.3 0.1 0.2
0.3 0.0 0.2
-0.2 -0.3 0.2

=====

- Which value of charge does entry 1 give?
  0

=====

- Which value of charge does entry 1 give?
  0